Formula: CHN2O5
Source: OMol25
Level of theory: ωB97M-V/def2-TZVPD

CARTESIAN COORDINATES (ANGSTROEM)
C (2.156458, -0.723416, 0.048850)
N (-1.871675, 0.999006, 0.122606)
N (-0.641090, 0.820219, -0.006496)
O (2.522137, -0.934126, -1.027528)
O (0.216184, 1.711417, 0.118645)
O (2.051952, -0.463501, 1.157466)
O (-0.200597, -0.465178, -0.286648)
O (-2.599416, -0.159867, 0.036509)
H (-1.633956, -0.784555, -0.163401)

Atomic forces in eV per Å
0.70 0.61 -0.59
-1.11 1.33 0.50
1.40 -2.32 -0.42
-0.16 -0.54 -1.09
-0.02 0.48 -0.14
-0.29 -0.03 1.92
-1.88 1.28 0.27
3.08 -1.51 -0.72
-1.73 0.69 0.26

net charge	-1
LUMO energy	3.71	eV
E_tot	-14268.39788	eV
frontier orbital gap	7.7	eV
relative energy (zero: lowest compared OMol25 entry of this formula, charge and spin)	0.486	eV